A structure of composition C16H26N2NbO15S in a non-equilibrium geometry, computed with ωB97M-V/def2-TZVPD.

As for the total energy: -2318.52417 Ha.

ORCA input file:
```
! wB97M-V def2-TZVPD RIJCOSX def2/J DEFGRID3
* xyz -1 1
N -9.54422 0.54815 -6.06281
Nb -9.55887 0.17304 -4.00478
N -7.79113 1.37700 -3.67275
C -7.60364 1.57143 -2.52513
S -7.30471 2.36125 -1.15233
H -9.01665 1.38915 -6.26392
H -10.46537 0.62301 -6.47476
H -8.47624 -1.31788 -4.19286
H -9.63286 -0.27648 -2.22633
H -10.74123 1.52663 -3.58273
H -10.98822 -0.93006 -4.17570
C -3.91693 1.34565 1.16496
C -4.62600 2.65249 1.43274
O -3.52805 3.56199 1.64688
C -2.44669 3.05683 1.03140
O -1.41269 3.63342 0.88185
O -2.66965 1.79576 0.60572
H -4.44855 0.70988 0.46267
H -3.70608 0.78029 2.07426
H -5.20403 2.99127 0.57520
H -5.26950 2.61784 2.30713
C 0.48043 1.34144 -0.08232
C 1.13738 1.55727 1.25728
O 2.15087 0.53029 1.25830
C 2.42648 0.21417 -0.02294
O 3.33307 -0.49319 -0.35316
O 1.55952 0.78491 -0.86527
H 0.11181 2.26057 -0.52288
H -0.33010 0.61402 -0.04114
H 1.61826 2.53207 1.34090
H 0.45715 1.42059 2.09180
C 0.34045 -3.23318 3.02315
C 0.81709 -1.79812 3.02026
O -0.35043 -1.08481 2.60225
C -1.43845 -1.84039 2.90271
O -2.55783 -1.46026 2.83941
O -1.05982 -3.08423 3.29022
H 0.81386 -3.84229 3.78852
H 0.46355 -3.71745 2.05277
H 1.10235 -1.45153 4.01547
H 1.63840 -1.61911 2.33331
C 5.02572 -2.57125 -2.57002
C 5.66987 -2.36908 -1.21879
O 6.66095 -3.40408 -1.18931
C 6.96356 -3.73487 -2.47008
O 7.86279 -4.43778 -2.78972
O 6.09696 -3.14835 -3.33051
H 4.68476 -1.64599 -3.02406
H 4.19586 -3.27856 -2.53554
H 6.16764 -1.40073 -1.13607
H 4.97020 -2.47977 -0.39684
C 6.52709 0.99378 0.92687
C 6.65791 0.11569 2.15049
O 7.31753 0.98423 3.07800
C 7.06659 2.26716 2.71156
O 7.33113 3.21827 3.36571
O 6.47058 2.30651 1.49379
H 5.63087 0.78136 0.34781
H 7.39919 0.93245 0.27210
H 5.68810 -0.17124 2.56141
H 7.25000 -0.77918 1.97585
*
```

natural (NBO) atomic charges, in units of e: number 1, N, carries -1.217; number 2, Nb, carries 1.612; number 3, N, carries -0.689; number 4, C, carries 0.206; number 5, S, carries -0.228; number 6, H, carries 0.371; number 7, H, carries 0.377; number 8, H, carries -0.369; number 9, H, carries -0.360; number 10, H, carries -0.389; number 11, H, carries -0.309; number 12, C, carries -0.108; number 13, C, carries -0.107; number 14, O, carries -0.485; number 15, C, carries 0.979; number 16, O, carries -0.622; number 17, O, carries -0.502; number 18, H, carries 0.225; number 19, H, carries 0.201; number 20, H, carries 0.216; number 21, H, carries 0.204; number 22, C, carries -0.110; number 23, C, carries -0.100; number 24, O, carries -0.508; number 25, C, carries 0.982; number 26, O, carries -0.645; number 27, O, carries -0.480; number 28, H, carries 0.238; number 29, H, carries 0.204; number 30, H, carries 0.195; number 31, H, carries 0.221; number 32, C, carries -0.100; number 33, C, carries -0.105; number 34, O, carries -0.503; number 35, C, carries 0.971; number 36, O, carries -0.570; number 37, O, carries -0.488; number 38, H, carries 0.204; number 39, H, carries 0.187; number 40, H, carries 0.185; number 41, H, carries 0.218; number 42, C, carries -0.097; number 43, C, carries -0.097; number 44, O, carries -0.499; number 45, C, carries 0.966; number 46, O, carries -0.574; number 47, O, carries -0.492; number 48, H, carries 0.213; number 49, H, carries 0.186; number 50, H, carries 0.176; number 51, H, carries 0.216; number 52, C, carries -0.108; number 53, C, carries -0.101; number 54, O, carries -0.493; number 55, C, carries 0.966; number 56, O, carries -0.569; number 57, O, carries -0.489; number 58, H, carries 0.218; number 59, H, carries 0.182; number 60, H, carries 0.187; number 61, H, carries 0.204